The following is a quantum chemistry calculation of 9 unconnected molecules or ions with the total composition C2H23NO9 at a distorted geometry, from the Open Molecules 2025 dataset.

Atoms and positions in Å:
1 H 1.7383 2.2370 0.2749
2 H 3.8980 0.6173 -2.2065
3 H -0.3695 -0.0904 4.5338
4 O -2.9473 -1.6948 2.9051
5 O 3.7746 0.6928 -1.2409
6 O 2.0057 -1.2165 1.6011
7 H -3.2491 -1.6384 1.9739
8 H 1.0004 -3.0533 0.2310
9 H 1.1121 0.5693 -1.9768
10 H 0.2514 1.7135 -3.9172
11 H 2.6499 -1.0891 1.1399
12 H -0.3030 2.9492 -3.1552
13 O -2.0690 0.2826 -2.0455
14 H -0.5668 -3.3089 0.3263
15 H -2.3379 -1.5150 -0.4445
16 H -2.3596 1.6196 -3.4129
17 N 0.7084 1.5179 -1.8816
18 H 0.3714 1.5113 -0.9203
19 O 1.8925 2.3615 1.2388
20 H -2.4299 -2.4979 2.8766
21 O 0.3150 -3.6475 0.3471
22 H -1.4775 -1.3410 0.8053
23 H 2.1142 3.2479 1.5128
24 O -2.1365 -1.8771 0.3804
25 C -0.2791 1.8773 -3.0431
26 O -0.1262 -0.0019 0.7559
27 H 1.8651 -0.4401 2.1101
28 H -1.4153 0.0423 -1.3551
29 O -0.8961 -0.2744 3.9014
30 H 0.6474 -0.4483 0.9916
31 H -0.4649 0.4767 1.6346
32 H -1.8029 -0.5146 4.1358
33 H 3.9157 1.6126 -1.0542
34 H -1.4803 0.2743 -3.8880
35 C -1.5490 1.0463 -3.1348

- Energy: -22362.07027 eV
- Molar mass: 205.2 g mol⁻¹
- Highest occupied orbital energy: -9.72 eV
- Energy relative to the best compared isomer or geometry (same formula, charge and spin): 266.5 kJ/mol
- Total charge: 0


The following is a quantum chemistry calculation of a single C12H16N2O7S molecule at a distorted geometry, from the Open Molecules 2025 dataset.

Atoms and positions in Å:
1 H -0.4561 -0.9107 2.7635
2 H 0.2232 3.4110 0.6525
3 C 1.5780 1.5053 -2.7386
4 C 0.8952 -0.3485 -0.7584
5 C 0.9713 1.0304 -0.4549
6 C 1.4601 0.1565 -3.0383
7 C -0.2770 -2.3601 0.0761
8 H -3.9822 1.4139 1.0131
9 C -1.6972 -1.8061 0.0073
10 S 1.5997 -1.2661 1.6409
11 O -2.0740 -1.3462 1.2019
12 H 1.8491 2.2010 -3.5171
13 H -3.6365 -0.6954 2.2964
14 H -0.1475 -3.0203 0.9344
15 O 1.5922 -1.4875 -4.6007
16 N 0.6078 -1.2374 0.2793
17 O -2.3587 -1.7380 -0.9904
18 O 0.6338 1.3780 0.8063
19 H 1.4209 2.9859 -1.2272
20 H -0.0598 -2.9106 -0.8429
21 H -2.7629 0.9105 -0.1652
22 H 1.0844 -1.8121 -2.3232
23 O 1.8627 -2.6443 1.9298
24 H -2.2820 1.2777 1.4971
25 O 2.7050 -0.3914 1.4050
26 H 0.5658 2.7530 2.2678
27 C -3.2994 -0.6057 1.2620
28 H 0.6873 0.4333 3.0389
29 H -4.0274 -1.0690 0.5895
30 C 1.1344 -0.7694 -2.0529
31 C 1.3371 1.9348 -1.4485
32 C -3.0654 0.8476 0.8775
33 H 0.9077 -1.1181 3.8925
34 N 1.6991 -0.3000 -4.3796
35 H 1.9011 2.9903 1.1167
36 C 0.8491 2.7131 1.2169
37 O 1.9945 0.5319 -5.2124
38 C 0.5667 -0.6372 2.9847

- Energy: -40848.13860 eV
- Molar mass: 332.3 g mol⁻¹
- Highest occupied orbital energy: -9.06 eV
- Energy relative to the best compared isomer or geometry (same formula, charge and spin): 224.8 kJ/mol
- Total charge: 0


The following is a quantum chemistry calculation of 5 unconnected molecules or ions with the total composition C3H16NO4 at a distorted geometry, from the Open Molecules 2025 dataset.

Atoms and positions in Å:
1 O -2.9904 0.6909 -0.9198
2 O 1.9400 -2.8056 0.1917
3 O -0.7634 0.9206 2.7756
4 C 0.4197 1.6935 -0.4518
5 H -0.0214 2.8064 -2.2480
6 H -1.7239 0.9516 2.6623
7 C 1.2317 0.6769 -0.2281
8 H 1.6747 2.4514 -2.0561
9 H -1.4293 -3.1332 -0.9031
10 H 0.9428 3.6762 -1.0557
11 O -0.7004 -2.5070 -0.9145
12 H -3.6165 0.0509 -1.2702
13 C 0.7669 2.6998 -1.5076
14 H 0.3263 0.1370 1.5636
15 H 1.8883 -0.3978 1.3360
16 H -0.6376 0.4404 3.6039
17 H 0.7279 -1.1869 0.4931
18 H -0.6555 -2.0928 -1.7814
19 H 2.1358 0.5148 -0.7716
20 N 0.9814 -0.2742 0.8849
21 H -0.4863 1.8994 0.1032
22 H 1.3673 -2.6417 -0.5746
23 H -2.7260 1.2336 -1.6696
24 H 1.9967 -3.7607 0.3138

- Energy: -13044.44404 eV
- Molar mass: 130.2 g mol⁻¹
- Highest occupied orbital energy: -13.98 eV
- Energy relative to the best compared isomer or geometry (same formula, charge and spin): 66.8 kJ/mol
- Total charge: +1


The following is a quantum chemistry calculation of 2 unconnected molecules or ions with the total composition C4H6Cl2O at a distorted geometry, from the Open Molecules 2025 dataset.

Atoms and positions in Å:
1 H -0.2992 2.1327 0.7999
2 Cl -3.1609 0.8192 1.0314
3 H -0.0300 -1.9426 0.5744
4 O -2.8339 -1.6303 0.3223
5 H -1.6520 1.7365 -0.3580
6 H -0.4358 -0.0723 1.7120
7 C -3.1438 -0.5019 0.0347
8 C -0.7204 1.4892 -0.0564
9 Cl -3.9666 0.0061 -1.5245
10 C -0.4729 0.1161 0.5961
11 H -0.1474 1.5423 -1.0211
12 H 0.3283 -1.0900 -0.9725
13 C -0.0774 -1.0437 0.0198

- Energy: -31335.18014 eV
- Molar mass: 141.0 g mol⁻¹
- Highest occupied orbital energy: -9.36 eV
- Energy relative to the best compared isomer or geometry (same formula, charge and spin): 215.9 kJ/mol
- Total charge: 0


The following is a quantum chemistry calculation of a molecular structure, C4H6ClF at a distorted geometry, from the Open Molecules 2025 dataset.

Atoms and positions in Å:
1 H 1.9186 2.2664 -0.4250
2 C 0.5049 1.1202 0.4040
3 H -1.0048 -2.4026 -0.1821
4 C -0.9370 -0.1925 0.3996
5 C 1.1776 1.4893 -0.6007
6 Cl -2.0404 0.3868 -0.7802
7 H 1.0673 1.0833 -1.6169
8 F -1.5336 -0.3064 1.5624
9 H 0.6004 1.6433 1.3759
10 H 0.1783 -2.0690 0.8600
11 H 0.3622 -1.4590 -0.9577
12 C -0.2936 -1.5598 -0.0393

- Energy: -19482.70970 eV
- Molar mass: 108.5 g mol⁻¹
- Highest occupied orbital energy: -9.88 eV
- Energy relative to the best compared isomer or geometry (same formula, charge and spin): 196.1 kJ/mol
- Total charge: 0